1.
Computed, not measured: a structure of composition C43H40N10ORuSe in a non-equilibrium geometry, with ωB97M-V with the def2-TZVPD basis set.

HOMO level (spin up / spin down)	-0.475 / -0.475	Eh
⟨S²⟩	0.891
energy	-130096.1127	eV
F_max	2.668	eV Å⁻¹
orbital gap (spin up / spin down)	3.2 / 4.3	eV

The geometry in ORCA input format:
```
! wB97M-V def2-TZVPD RIJCOSX def2/J DEFGRID3
* xyz 3 2
H 3.437 -5.012 3.768
H 0.937 -0.908 -2.802
C -1.615 2.931 1.013
C 0.354 -0.110 -2.359
N -1.549 -1.908 0.551
H 5.691 -0.304 -5.033
H 1.436 -2.950 -2.554
C -0.309 0.934 -0.432
C -4.562 7.732 1.312
C 0.647 0.028 2.932
H 3.061 0.839 -3.057
H 0.729 -4.387 3.696
C -2.764 4.652 0.251
H 1.294 -0.723 3.362
C 0.669 -6.200 -2.132
C -3.530 -0.601 0.263
C -1.690 2.920 -0.383
C -3.504 5.865 0.219
C 1.083 -4.261 2.668
H -4.644 -0.171 2.054
C -0.766 1.931 3.160
H -1.658 -4.285 0.809
H -6.657 9.386 -1.726
C -3.861 6.403 -1.054
H 5.516 -3.653 3.910
C 0.056 -4.827 -0.273
N 0.361 -0.050 -1.037
H -3.628 6.189 2.382
H -1.267 2.672 3.772
C 5.495 -2.348 -4.237
H 3.451 -0.548 1.813
C -1.824 -2.014 1.854
H 1.525 -5.105 -3.777
C 4.230 -1.731 -2.504
H -0.755 -5.591 1.557
H -3.566 5.859 -1.941
Se 3.380 -1.763 -0.842
C -1.061 1.802 -2.541
C -3.777 -0.661 1.629
H -6.513 10.927 -0.851
H 4.385 0.939 -1.884
C -2.406 -1.237 -0.228
C 0.012 0.965 3.747
H -2.187 -1.237 -1.291
H -4.809 7.963 -2.129
H -4.202 -0.085 -0.410
N 4.815 -2.780 -3.111
H -3.113 -1.502 3.494
H -5.123 10.308 -1.769
H 5.482 -4.744 -3.211
C 3.495 -1.536 2.251
H -1.630 2.527 -3.109
C 4.633 -3.259 3.424
C -5.987 10.036 -1.167
N 4.538 -0.645 -3.237
C 0.128 -6.076 -0.864
H -0.337 0.695 -4.231
C -0.653 -4.638 1.032
H -1.545 -3.578 3.266
C -4.548 7.570 -1.157
N 2.382 -2.283 2.138
C 5.321 -1.015 -4.317
H -2.434 4.361 2.341
Ru 0.896 -1.865 0.320
C -3.879 6.567 1.399
H 5.051 -4.186 -1.581
H 0.142 0.922 4.819
H 4.662 1.398 -3.578
C 2.372 -3.488 2.700
C 4.133 0.717 -2.918
C -0.229 0.959 1.022
C -0.353 0.794 -3.155
H 5.501 -1.337 2.955
N -2.392 3.969 -0.835
C -0.916 -2.895 2.679
C 4.633 -1.977 2.890
H -0.252 -6.942 -0.338
N 0.516 0.003 1.612
H 3.778 -4.573 -2.746
C 1.061 -3.855 -2.101
O -5.560 9.383 0.057
C -2.921 -1.393 2.433
H 1.296 -5.262 2.291
H -4.861 8.290 2.189
C 4.776 -4.157 -2.631
N 0.541 -3.727 -0.875
H -0.354 -2.289 3.392
C 3.482 -4.019 3.337
C -4.912 8.263 0.029
N -2.302 4.034 1.399
C -0.884 1.954 1.767
C 1.126 -5.061 -2.773
H 0.726 -7.169 -2.611
C -1.030 1.891 -1.146
H 6.045 -3.019 -4.872
N 0.035 -3.639 1.850
*
```

2.
Computed, not measured: the molecule C4H6N2, with ωB97M-V with the def2-TZVPD basis set.

HOMO level	-0.320	Eh
energy	-7221.6587	eV
F_max	0.372	eV Å⁻¹
orbital gap	9.2	eV

The geometry in ORCA input format:
```
! wB97M-V def2-TZVPD RIJCOSX def2/J DEFGRID3
* xyz 0 1
N 1.646 1.109 -0.005
C 1.983 -0.165 -0.111
H -0.139 2.009 0.258
H -1.879 -0.085 -1.238
C -0.205 -0.168 0.089
H 0.110 -0.711 1.092
N 0.328 1.130 0.097
H -1.938 -1.409 -0.068
H -2.302 0.254 0.453
C -1.671 -0.358 -0.199
H 3.036 -0.401 -0.227
C 0.884 -1.107 -0.141
*
```